1.
This record from OMol25 describes a structure of composition C8H16BBr2Cl2N5OS. The level of theory is ωB97M-V/def2-TZVPD.

Structure (XYZ):
```
36
Properties=species:S:1:pos:R:3:lowdin_charge:R:1
C 2.68734 0.64511 0.31466 -0.100
C 2.62099 -0.00808 -1.08863 -0.667
Cl 2.87336 1.21037 -2.40720 0.596
C 1.33635 -0.92747 -1.32041 -0.574
Cl 0.48922 -0.60502 -2.89699 0.656
N 0.41125 -0.89217 -0.21708 -0.051
C 0.19657 -1.93746 0.57394 -0.138
B 0.79650 -3.41795 0.65189 -0.501
N 0.40864 -4.43230 -0.36393 0.144
O 1.68959 -3.74260 1.63500 0.173
N -0.72838 -1.67588 1.51150 0.218
C -1.03659 -0.35586 1.24718 -0.354
N -1.90248 0.25244 2.03496 -0.258
S -2.43448 1.88986 2.01452 0.628
N -0.38265 0.16271 0.18481 0.065
C -0.37930 1.45503 -0.50655 -0.141
C -1.69378 1.56667 -1.39573 -0.278
C -2.41253 2.94574 -1.27454 -0.580
Br -4.34850 2.57872 -1.07080 0.591
H 3.75325 0.86234 0.51018 0.092
H 2.17589 1.61770 0.36814 0.076
H 2.37630 -0.04904 1.11253 0.093
H 3.51102 -0.65386 -1.15829 0.098
H 1.73416 -1.94197 -1.46243 0.107
H -0.58608 -4.61556 -0.21041 0.087
H 0.53686 -4.01403 -1.28706 0.066
H 1.39650 -4.52302 2.13168 0.129
H -2.28938 -0.32525 2.77512 0.119
H -1.27678 2.56728 2.31779 -0.242
H -0.34613 2.30515 0.19010 0.102
H 0.45738 1.58904 -1.20428 0.072
H -1.37226 1.46606 -2.44983 0.076
H -2.36466 0.71590 -1.21086 0.082
H -2.05877 3.47910 -0.37902 0.036
H -2.27740 3.58727 -2.15334 0.060
Br -1.56104 3.22102 4.48338 -0.483
```

Summary:
* net charge: 0
* frontier orbital gap: 5.564 eV
* highest occupied orbital energy: -6.3 eV
* DFT total energy: -194694.132 eV


2.
This record from OMol25 describes a cluster of 4 separate species, C8H16Br8 in total. The level of theory is ωB97M-V/def2-TZVPD.

Structure (XYZ):
```
32
Properties=species:S:1:pos:R:3:lowdin_charge:R:1
Br 0.85115 40.88644 1.46024 0.600
C 1.83098 39.25034 0.95629 -0.651
C 1.85852 38.38792 2.25631 -0.666
Br 3.09639 36.80849 2.09817 0.538
H 2.79039 39.56237 0.54366 0.049
H 1.36455 38.68641 0.14851 0.058
H 0.96086 37.80557 2.46412 0.033
H 1.98844 38.99254 3.15389 0.039
Br 10.92646 44.36688 -2.31711 0.537
C 12.77058 44.30986 -1.49500 -0.649
C 13.25512 42.89051 -1.19278 -0.691
Br 14.82340 42.98468 -0.00946 0.609
H 12.71711 44.64589 -0.45947 0.032
H 13.38852 44.92692 -2.14729 0.055
H 13.41984 42.30481 -2.09716 0.059
H 12.55193 42.26585 -0.64193 0.048
Br 3.65615 45.96989 -3.73215 0.567
C 3.68781 44.12521 -4.47553 -0.643
C 3.98085 44.24120 -6.00312 -0.765
Br 4.15962 42.53021 -6.79360 0.650
H 2.81094 43.55532 -4.16828 0.057
H 4.52134 43.71127 -3.90809 0.039
H 4.86516 44.84960 -6.19267 0.048
H 3.24831 44.76152 -6.62015 0.047
Br -3.67782 45.17495 -13.94565 0.544
C -1.71688 44.97241 -13.53323 -0.641
C -1.21968 45.77492 -12.25062 -0.648
Br -1.74908 44.75026 -10.66744 0.592
H -1.05062 45.03392 -14.39370 0.056
H -1.55073 43.97518 -13.12579 0.005
H -1.66655 46.76598 -12.17184 0.042
H -0.14882 45.95385 -12.15396 0.050
```

Summary:
* SMILES: BrCCBr.BrCCBr.BrCCBr.BrCCBr
* ΔE to the lowest compared entry with this formula, charge and spin: 1.817 eV
* net charge: 0
* frontier orbital gap: 10.585 eV
* highest occupied orbital energy: -10.3 eV
* DFT total energy: -568894.369 eV


3.
This record from OMol25 describes a cluster of 2 separate species, C8H16ClO6P in total. The level of theory is ωB97M-V/def2-TZVPD.

Structure (XYZ):
```
32
Properties=species:S:1:pos:R:3:lowdin_charge:R:1
C -2.68945 2.47435 -1.76560 -0.120
C -1.98195 1.99737 -0.48197 -0.382
C -2.67120 0.77914 0.11728 -0.918
Cl -2.44523 0.74499 1.90568 0.549
P -2.13635 -0.76841 -0.79161 0.938
C -1.38886 -1.97775 0.42097 -0.447
O -0.32175 -1.50710 1.17833 -0.162
C 0.67373 -0.82603 0.49157 -0.301
O 1.72218 -0.69968 1.40679 -0.060
C 2.37740 0.51430 1.34340 -0.223
C 3.17328 0.71611 0.05278 -0.197
O 3.06895 2.06405 -0.44988 -0.109
H -1.97834 2.51266 -2.58407 0.065
H -3.47121 1.78084 -2.06115 0.055
H -3.10206 3.46827 -1.61936 0.058
H -1.92818 2.79366 0.25509 0.079
H -0.95540 1.75539 -0.74510 0.073
H -3.73923 0.91716 -0.02001 0.038
H -3.38909 -1.36413 -1.06119 -0.081
H -1.09522 -2.88610 -0.12181 0.075
H -2.14794 -2.25248 1.15039 0.072
H 1.01206 -1.40609 -0.37477 0.111
H 0.33243 0.19524 0.22637 0.101
H 1.68447 1.36368 1.49349 0.111
H 3.06670 0.53706 2.18487 0.120
H 4.22584 0.53658 0.24545 0.112
H 2.86279 0.01101 -0.71291 0.107
H 2.28953 2.46138 -0.05721 0.043
C 2.24017 -3.49343 0.09713 -0.985
O 0.99254 -3.81707 -0.06558 -0.224
O 2.93427 -3.99221 1.07167 -0.247
O 2.78510 -2.63276 -0.72905 -0.250
```

Summary:
* ΔE to the lowest compared entry with this formula, charge and spin: 0.321 eV
* net charge: -2
* frontier orbital gap: 2.573 eV
* highest occupied orbital energy: 1.9 eV
* DFT total energy: -42647.822 eV


4.
This record from OMol25 describes a structure of composition C8H16CoFO10P. The level of theory is ωB97M-V/def2-TZVPD.

Structure (XYZ):
```
37
Properties=species:S:1:pos:R:3:lowdin_charge:R:1
Co 3.11683 0.69056 0.06597 0.734
P 4.29372 2.50994 1.59520 -0.121
O 3.28110 2.68500 0.39766 -0.472
O 5.58441 2.94837 0.77508 -0.566
O 4.04364 1.03520 1.81003 -0.455
O 3.76496 3.28402 2.78989 -0.468
F 1.13882 0.67277 0.98327 -0.568
C -2.16344 -0.27575 -2.23734 -0.060
C -0.83154 0.26140 -1.71614 -0.194
O 0.05154 0.44867 -2.82210 0.054
C 1.32919 0.57681 -2.82654 -0.554
O 2.06151 0.94998 -1.89839 0.072
O 1.78336 0.09516 -3.98326 -0.008
C 3.11974 -0.10538 -4.41764 -0.042
H -2.44601 0.35471 -3.08041 0.072
H -2.99720 -0.15374 -1.54593 0.061
H -2.00015 -1.32916 -2.46488 0.073
H -0.42217 -0.28128 -0.86407 0.115
H -0.96231 1.26420 -1.30946 0.129
H 3.24797 -1.16025 -4.66037 0.085
H 3.89782 0.09629 -3.68142 0.096
H 3.28212 0.53243 -5.28651 0.088
C -3.85502 0.67739 1.83879 -0.064
C -2.35953 0.46884 2.16745 -0.246
O -1.96728 -0.88341 2.28549 -0.055
C -0.82225 -1.23570 3.09765 -0.381
O -0.19843 -0.43918 3.82115 0.131
O -0.48705 -2.59895 2.87767 -0.041
C -1.33210 -3.57351 2.24297 -0.082
H -4.39756 0.36473 2.73097 0.065
H -4.06591 0.02818 0.98900 0.054
H -4.14159 1.69795 1.58493 0.071
H -2.14696 0.94723 3.12351 0.116
H -1.63994 0.93586 1.49501 0.116
H -1.58525 -3.38211 1.20020 0.076
H -2.34575 -3.56745 2.64369 0.079
H -0.82932 -4.53996 2.27874 0.086
```

Summary:
* spin multiplicity: 4
* ΔE to the lowest compared entry with this formula, charge and spin: 3.154 eV
* net charge: -2
* frontier orbital gap (spin up / spin down): 3.098 / 2.945 eV
* highest occupied orbital energy (spin up / spin down): 1.0 / 1.2 eV
* DFT total energy: -78662.812 eV